{
  "formula": "H15O7",
  "method": "ωB97M-V with the def2-TZVPD basis set",
  "homo_energy_ev": -14.86,
  "relative_energy_ev": 1.716,
  "charge": 1,
  "orbital_gap_ev": 11.62,
  "lumo_energy_ha": -0.1189,
  "species": ["O", "O", "O", "O", "O", "O", "O", "H", "H", "H", "H", "H", "H", "H", "H", "H", "H", "H", "H", "H", "H", "H"],
  "xyz": [[-25.48, -0.99, -3.65], [-26.61, -0.55, -1.17], [-25.07, 1.16, 0.42], [-26.06, -1.75, 1.27], [-23.61, -1.07, -1.43], [-26.10, -3.14, -1.57], [-26.48, 1.66, -3.21], [-26.23, -1.12, 1.96], [-26.30, -0.15, -2.00], [-25.69, -0.80, -4.55], [-25.52, 1.69, 1.05], [-26.09, -2.58, 1.76], [-25.90, 1.29, -3.90], [-26.97, 2.38, -3.58], [-26.52, -1.54, -1.39], [-23.34, -1.94, -1.68], [-23.42, -1.05, -0.47], [-26.19, -3.73, -0.86], [-25.28, -3.40, -1.93], [-26.10, -0.37, -0.37], [-24.58, -0.75, -3.56], [-24.57, 0.49, 0.89]],
  "lowdin_charge": [-0.002, 0.214, -0.006, -0.026, -0.027, 0.028, -0.027, 0.050, 0.082, 0.055, 0.058, 0.071, 0.035, 0.040, 0.105, 0.038, 0.061, 0.053, 0.057, 0.065, 0.036, 0.038]
}

{
  "formula": "C14H30As3F18O8V",
  "method": "ωB97M-V with the def2-TZVPD basis set",
  "homo_energy_ev": [-10.40, -10.40],
  "spin_multiplicity": 3,
  "charge": 0,
  "orbital_gap_ev": [8.37, 2.78],
  "s_squared": 2.047,
  "lumo_energy_ha": [-0.0746, -0.2801],
  "species": ["As", "As", "As", "V", "F", "F", "F", "F", "F", "F", "F", "F", "F", "F", "F", "F", "F", "F", "F", "F", "F", "F", "O", "O", "O", "O", "O", "O", "O", "O", "C", "C", "C", "C", "C", "C", "C", "C", "C", "C", "C", "C", "C", "C", "H", "H", "H", "H", "H", "H", "H", "H", "H", "H", "H", "H", "H", "H", "H", "H", "H", "H", "H", "H", "H", "H", "H", "H", "H", "H", "H", "H", "H", "H"],
  "xyz": [[0.94, 3.10, 2.78], [-2.98, -0.98, -1.97], [3.76, 0.34, -0.50], [-0.06, 0.24, 0.33], [0.91, 4.31, 1.44], [4.70, 0.89, 0.93], [3.78, -1.36, 0.10], [0.85, 1.99, 4.19], [2.18, 0.55, 0.37], [-4.40, -0.08, -1.26], [-2.88, 0.28, -3.28], [5.29, 0.23, -1.41], [2.64, 2.75, 2.38], [-0.75, 3.56, 3.15], [3.61, 2.02, -1.12], [1.62, 4.37, 3.94], [0.37, 1.83, 1.68], [-1.81, 0.04, -1.07], [2.91, -0.28, -1.91], [-4.07, -2.00, -2.94], [-1.60, -1.82, -2.62], [-2.95, -2.12, -0.59], [0.37, -1.10, -0.32], [0.62, -4.92, -0.75], [0.31, 1.45, -1.60], [-1.83, 2.01, 0.61], [0.60, -1.00, 2.25], [0.88, 3.31, -2.84], [-1.83, -0.41, 1.52], [1.39, -3.39, 0.85], [2.90, -5.00, -0.11], [-2.25, 2.97, -0.39], [-1.59, -5.32, -1.61], [1.16, 4.11, -1.76], [-1.66, -1.68, 2.11], [0.49, 2.02, -2.68], [-2.62, 0.44, 2.33], [1.58, -4.29, 0.03], [0.31, 1.23, -3.97], [-0.44, -1.63, 2.98], [-0.75, -4.47, -0.62], [1.87, -0.95, 3.02], [-2.95, 1.60, 1.43], [0.74, 5.56, -2.02], [2.59, -0.29, 2.53], [1.38, 6.10, -2.71], [-2.84, 2.40, -1.11], [-2.81, 3.87, -0.10], [-2.65, -5.21, -1.41], [3.01, -5.77, 0.66], [-2.52, -2.19, 2.55], [2.38, -1.91, 3.09], [-0.58, -1.08, 3.91], [-2.01, 0.82, 3.15], [3.68, -4.26, -0.23], [-0.10, -2.63, 3.25], [-1.37, -6.39, -1.57], [2.24, 4.04, -1.59], [-1.35, -2.33, 1.29], [-3.74, 1.27, 0.76], [1.34, 1.05, -4.27], [1.70, -0.57, 4.03], [-0.19, 0.26, -3.86], [0.69, 6.10, -1.07], [-0.77, -3.41, -0.89], [-3.51, -0.07, 2.68], [-3.32, 2.42, 2.05], [0.65, 3.71, -0.88], [-1.33, 3.31, -0.87], [-1.10, -4.47, 0.41], [-1.37, -5.00, -2.63], [-0.19, 1.83, -4.72], [-0.25, 5.57, -2.47], [2.97, -5.58, -1.03]],
  "lowdin_charge": [0.956, 0.937, 0.925, 1.094, -0.266, -0.257, -0.268, -0.263, -0.308, -0.285, -0.276, -0.274, -0.238, -0.274, -0.261, -0.293, -0.299, -0.308, -0.257, -0.247, -0.225, -0.244, -0.137, -0.022, -0.014, -0.006, -0.261, 0.026, -0.219, 0.073, 0.021, 0.082, -0.048, -0.259, -0.145, -0.403, -0.110, -0.454, 0.060, -0.178, -0.216, 0.000, -0.057, -0.037, 0.076, 0.080, 0.140, 0.147, 0.073, 0.093, 0.158, 0.100, 0.133, 0.149, 0.087, 0.146, 0.072, 0.131, 0.106, 0.161, 0.105, 0.089, 0.082, 0.079, 0.074, 0.164, 0.177, 0.079, 0.095, 0.111, 0.078, 0.096, 0.072, 0.081]
}

{
  "formula": "C35H64B2Cl2F5O18PS2",
  "method": "ωB97M-V with the def2-TZVPD basis set",
  "homo_energy_ev": -8.73,
  "charge": 0,
  "orbital_gap_ev": 8.03,
  "lumo_energy_ha": -0.0259,
  "smiles": "CB(O)[C@@]1(Cl)[C@](Cl)(COc2ccccc2)[C@@H](CCCC(F)(F)C(F)(F)F)S(=O)(=O)O[C@]1(B(O)O)P(O)(O)=S.COCCOCCOC.COCCOCCOC.COCCOCCOC",
  "species": ["Cl", "Cl", "S", "S", "P", "F", "F", "F", "F", "F", "O", "O", "O", "O", "O", "O", "O", "O", "O", "O", "O", "O", "O", "O", "O", "O", "O", "O", "C", "C", "C", "C", "C", "C", "C", "C", "C", "C", "C", "C", "C", "C", "C", "C", "C", "C", "C", "C", "C", "C", "C", "C", "C", "C", "C", "C", "C", "C", "C", "C", "C", "C", "C", "B", "B", "H", "H", "H", "H", "H", "H", "H", "H", "H", "H", "H", "H", "H", "H", "H", "H", "H", "H", "H", "H", "H", "H", "H", "H", "H", "H", "H", "H", "H", "H", "H", "H", "H", "H", "H", "H", "H", "H", "H", "H", "H", "H", "H", "H", "H", "H", "H", "H", "H", "H", "H", "H", "H", "H", "H", "H", "H", "H", "H", "H", "H", "H", "H", "H"],
  "xyz": [[3.58, -2.36, 4.68], [1.33, 1.55, 4.22], [5.54, 0.17, 4.12], [4.16, 3.54, 3.73], [3.59, 2.47, 2.23], [3.40, 3.75, 9.28], [6.32, 3.29, 10.50], [3.92, 3.65, 11.61], [2.80, 1.79, 10.63], [5.55, 1.05, 11.07], [4.79, -0.10, 2.65], [-5.10, 1.33, -0.58], [2.57, -3.70, -2.91], [0.52, -1.00, 6.04], [-7.05, 3.33, -9.15], [4.82, 2.71, 0.97], [-6.49, 1.45, -6.75], [6.55, 1.38, 4.16], [6.51, -1.06, 4.36], [-0.05, 0.02, 2.19], [1.29, -3.05, -5.65], [-4.19, 3.36, -7.54], [2.15, 3.24, 1.59], [3.64, -1.32, 0.46], [2.34, 0.76, -0.09], [3.11, -5.74, -5.18], [-1.85, 1.71, -0.30], [-3.59, 3.57, -2.07], [1.02, -2.38, 2.48], [5.35, 2.20, 10.13], [1.86, -4.90, -3.28], [1.91, -0.70, 6.20], [3.08, -2.92, -4.00], [-4.11, 1.97, -7.21], [0.95, -3.73, 6.43], [4.18, 0.28, 5.40], [2.78, -6.00, -3.82], [-5.25, 1.74, -1.94], [3.48, 0.58, 2.47], [-1.21, -5.52, 5.67], [-0.02, -2.61, -5.93], [-6.31, 1.41, 0.15], [0.14, -2.39, 5.97], [-7.09, 2.76, -6.79], [-0.61, 1.08, -0.58], [4.44, 0.74, 8.11], [-7.64, 3.04, -10.41], [-3.37, 4.16, -6.71], [-2.06, -4.18, 5.20], [3.85, 2.83, 10.35], [-1.40, -2.69, 5.37], [-3.18, 3.70, -0.70], [-5.39, 1.25, -7.65], [1.99, -2.17, -4.76], [4.83, -0.24, 6.81], [-7.91, 3.00, -8.06], [5.66, 1.76, 8.54], [0.30, -5.26, 6.30], [-3.92, 2.24, -2.50], [4.32, -6.38, -5.57], [-1.78, 3.13, -0.43], [2.31, 0.07, 3.55], [2.88, -0.65, 4.88], [3.12, 0.02, 0.92], [1.12, -0.77, 2.73], [0.00, -1.65, -6.45], [-0.29, 1.31, -1.61], [-6.92, 3.29, -11.19], [3.68, -6.06, -3.21], [-1.66, -6.61, 5.57], [2.10, -2.85, 2.31], [-7.78, 2.78, -5.94], [2.44, -1.38, -5.37], [-8.54, 3.65, -10.56], [4.27, 0.02, 9.04], [-3.14, 4.78, -0.52], [-0.91, -0.46, 2.39], [-2.07, -1.77, 5.02], [1.04, -4.67, -3.96], [-0.61, -2.53, -5.01], [2.34, -1.43, 7.05], [-3.97, 1.84, -6.13], [3.74, -2.18, -3.54], [-7.06, 0.73, -0.27], [3.12, -1.62, -0.35], [1.29, -1.72, -4.05], [-3.93, 3.30, -0.03], [-6.00, 2.54, -2.01], [2.94, 1.50, -0.48], [0.39, -2.98, 3.26], [-3.25, 1.56, -7.75], [-3.51, 5.21, -6.99], [-1.11, 3.41, -1.24], [0.15, 1.40, 0.13], [-6.69, 2.43, 0.15], [-2.32, 3.90, -6.84], [6.73, 1.31, 8.43], [-1.40, 3.53, 0.52], [-3.14, -4.37, 4.74], [3.49, 1.41, 7.91], [-6.11, 1.12, 1.19], [3.70, -3.52, -4.67], [-6.35, 3.54, -6.62], [-8.59, 3.85, -7.91], [-4.01, 2.30, -3.59], [3.79, 1.39, 5.61], [5.15, -6.02, -4.96], [6.02, -0.23, 6.79], [2.25, -6.96, -3.78], [-0.74, 0.00, -0.50], [2.03, -3.60, 6.88], [-8.50, 2.10, -8.29], [1.99, 0.38, 6.70], [5.49, 2.76, 7.92], [-5.67, 1.49, -8.67], [4.52, -1.32, 7.14], [-3.10, 1.54, -2.29], [4.53, -6.11, -6.61], [-3.67, 4.05, -5.66], [-7.88, 1.98, -10.49], [4.23, -7.46, -5.50], [-5.19, 0.17, -7.62], [1.82, 3.93, 2.27], [1.41, -5.26, -2.35], [0.46, -2.53, 1.43], [0.97, -6.16, 6.70], [-0.50, -3.35, -6.58], [-5.59, 0.87, -2.51], [5.63, 3.15, 1.37]],
  "lowdin_charge": [0.743, 0.710, 0.817, 0.338, 0.423, 0.041, -0.013, 0.012, 0.019, -0.003, -0.248, -0.210, -0.146, -0.137, -0.210, -0.261, -0.139, -0.385, -0.368, -0.021, -0.208, -0.207, -0.288, 0.077, 0.052, -0.210, -0.203, -0.139, -0.037, -0.183, -0.167, -0.220, -0.171, -0.189, -0.026, -0.316, -0.192, -0.188, -0.345, -0.080, -0.108, -0.111, -0.149, -0.168, -0.121, -0.178, -0.109, -0.101, -0.073, -0.150, -0.010, -0.167, -0.171, -0.191, -0.165, -0.193, -0.065, -0.047, -0.168, -0.108, -0.186, -0.438, -0.600, -0.415, -0.425, 0.086, 0.090, 0.089, 0.126, 0.089, 0.077, 0.125, 0.125, 0.086, 0.137, 0.125, 0.128, 0.100, 0.117, 0.085, 0.141, 0.113, 0.123, 0.086, 0.130, 0.123, 0.116, 0.126, 0.146, 0.071, 0.124, 0.090, 0.127, 0.055, 0.086, 0.088, 0.148, 0.123, 0.094, 0.108, 0.087, 0.118, 0.117, 0.124, 0.107, 0.114, 0.086, 0.134, 0.125, 0.091, 0.069, 0.125, 0.136, 0.149, 0.117, 0.109, 0.119, 0.090, 0.079, 0.086, 0.086, 0.125, 0.086, 0.125, 0.102, 0.090, 0.089, 0.125, 0.081]
}

{
  "formula": "C48H47Cl3N11O4RbS3",
  "method": "ωB97M-V with the def2-TZVPD basis set",
  "homo_energy_ev": -5.81,
  "relative_energy_ev": 0.637,
  "charge": 0,
  "orbital_gap_ev": 5.97,
  "lumo_energy_ha": 0.0059,
  "species": ["Rb", "Cl", "Cl", "Cl", "S", "S", "S", "O", "O", "O", "O", "N", "N", "N", "N", "N", "N", "N", "N", "N", "N", "N", "C", "C", "C", "C", "C", "C", "C", "C", "C", "C", "C", "C", "C", "C", "C", "C", "C", "C", "C", "C", "C", "C", "C", "C", "C", "C", "C", "C", "C", "C", "C", "C", "C", "C", "C", "C", "C", "C", "C", "C", "C", "C", "C", "C", "C", "C", "C", "C", "H", "H", "H", "H", "H", "H", "H", "H", "H", "H", "H", "H", "H", "H", "H", "H", "H", "H", "H", "H", "H", "H", "H", "H", "H", "H", "H", "H", "H", "H", "H", "H", "H", "H", "H", "H", "H", "H", "H", "H", "H", "H", "H", "H", "H", "H", "H"],
  "xyz": [[-0.16, -0.41, 0.21], [-0.71, -1.82, 8.73], [4.38, -5.22, 5.57], [-0.71, -6.23, 4.26], [-0.03, 0.74, 10.08], [-4.52, -3.22, 2.01], [-4.86, 2.38, -1.00], [2.90, -1.34, 7.06], [4.33, -0.87, -0.48], [-0.35, -3.56, -5.21], [4.04, -6.43, -2.40], [-0.98, 4.04, 2.99], [-2.77, -1.55, 1.18], [3.16, -0.84, 4.29], [1.82, -2.39, -0.97], [1.06, -2.88, -3.14], [-2.21, 2.94, -1.15], [1.56, -0.38, 2.83], [-0.49, 2.32, 1.70], [-2.92, 0.93, -0.16], [2.89, -3.97, -2.32], [-1.83, -3.39, 2.31], [-4.01, -1.03, 0.85], [1.78, 0.72, 3.63], [-2.07, -0.42, -4.41], [0.49, -5.11, 4.83], [-4.09, 0.26, 0.16], [1.09, -2.94, 5.60], [4.64, -5.41, -5.86], [4.01, -5.68, -3.56], [0.46, -0.67, 9.25], [2.41, -1.29, 3.25], [3.39, 0.03, -1.07], [-1.06, 5.42, 3.46], [1.79, -5.54, 4.97], [4.69, -3.57, 1.90], [-2.89, -2.68, 1.79], [3.52, -4.30, 1.73], [2.58, -3.86, 0.81], [-5.07, -1.80, 1.21], [1.59, 1.28, 10.19], [3.42, -4.41, -3.54], [-0.71, -2.36, -4.59], [4.62, -6.17, -4.70], [-1.59, 2.95, 3.56], [2.74, -4.65, 5.43], [-0.34, 3.60, 1.88], [2.76, 0.45, 4.54], [-1.28, 1.89, 2.75], [-0.24, -0.77, -2.76], [4.06, -4.15, -5.86], [-5.23, 0.88, -0.22], [2.78, -7.01, -2.03], [0.01, -1.95, -3.46], [-1.32, -0.04, -3.31], [4.11, -1.62, 5.05], [-1.76, -1.60, -5.07], [2.52, -1.83, 8.34], [3.46, -2.34, 6.23], [1.90, -3.02, -2.10], [2.42, -3.34, 5.76], [1.81, -0.74, 9.06], [0.02, -3.43, -6.57], [3.47, -3.64, -4.71], [2.78, -2.72, 0.01], [-3.18, 2.05, -0.76], [3.95, -1.97, 0.22], [0.12, -3.81, 5.13], [4.88, -2.41, 1.16], [2.45, 0.41, 9.62], [1.23, 1.63, 3.49], [0.21, 4.27, 1.24], [-2.18, 3.02, 4.46], [0.83, -1.91, 5.84], [4.25, -2.87, 6.77], [5.07, -7.15, -4.66], [2.69, -6.95, -0.95], [-1.60, 0.90, -2.84], [0.36, -4.42, -6.90], [3.52, 0.56, 9.58], [2.54, -2.28, 2.84], [-6.25, 0.55, -0.10], [5.11, -5.79, -6.76], [-2.89, 0.19, -4.76], [2.76, -8.05, -2.34], [5.78, -1.82, 1.27], [3.36, -4.33, -1.50], [3.19, 1.03, 5.34], [-1.94, -4.38, 2.42], [4.87, -0.94, 5.45], [-1.47, 5.42, 4.47], [1.88, -2.71, 8.25], [-2.33, -1.93, -5.93], [-6.11, -1.62, 1.04], [2.80, -0.42, -1.86], [3.05, -2.64, -4.70], [-0.90, -3.48, 4.99], [-0.07, 5.86, 3.48], [4.59, -2.34, 4.40], [3.34, -5.20, 2.30], [1.12, -3.61, -3.83], [1.67, -4.42, 0.64], [-1.57, 0.86, 2.86], [-1.29, 2.55, -1.16], [5.45, -3.90, 2.59], [-0.93, -3.12, 1.94], [2.07, -6.56, 4.73], [-0.82, -3.12, -7.19], [-1.71, 6.01, 2.82], [1.81, 2.22, 10.69], [2.71, 0.45, -0.32], [4.08, -3.53, -6.75], [4.01, 0.84, -1.46], [3.42, -2.13, 8.90], [0.83, -2.71, -6.68], [1.95, -6.48, -2.49], [-2.42, 3.49, -1.97]],
  "lowdin_charge": [0.657, 0.671, 0.725, 0.687, 1.001, 1.049, 1.045, -0.099, -0.070, -0.137, -0.106, -0.134, 0.035, -0.052, 0.078, 0.135, 0.092, 0.038, 0.011, 0.063, 0.153, 0.098, -0.331, -0.137, -0.120, -0.647, -0.332, -0.021, -0.092, -0.248, -0.969, -0.174, -0.055, -0.018, -0.135, -0.117, -0.699, -0.113, -0.054, -0.359, -0.409, -0.170, -0.254, -0.008, -0.064, -0.576, -0.181, -0.054, -0.180, -0.159, -0.089, -0.359, -0.062, -0.225, -0.204, -0.052, -0.053, -0.157, -0.303, -0.361, -0.195, -0.310, -0.085, -0.018, -0.250, -0.714, -0.225, -0.084, -0.008, -0.134, 0.075, 0.132, 0.116, 0.129, 0.127, 0.119, 0.084, 0.039, 0.087, 0.118, 0.108, 0.070, 0.099, 0.088, 0.089, 0.122, 0.130, 0.119, 0.054, 0.140, 0.088, 0.110, 0.104, 0.071, 0.067, 0.119, 0.103, 0.091, 0.114, 0.094, 0.116, 0.118, 0.095, 0.085, 0.095, 0.089, 0.108, 0.078, 0.092, 0.067, 0.070, 0.102, 0.092, 0.139, 0.093, 0.093, 0.090]
}

no.,DFT total energy (eV)
1,-14569.623
2,-288507.533
3,-145114.391
4,-145847.772